A 2-piece molecular cluster, C43H46F6N4O2 overall at a distorted geometry. Source: the Open Molecules 2025 dataset; level of theory: ωB97M-V/def2-TZVPD.

```
101
Properties=species:S:1:pos:R:3
C 1.7661 -0.6582 -5.1164
C 2.0766 -0.9198 -3.6393
C 3.5835 -0.8535 -3.3873
C 1.4928 -2.2292 -3.1108
C 1.4892 -3.3674 -3.9159
C 1.0363 -4.5884 -3.4180
C 0.5890 -4.6876 -2.1001
C 0.5961 -3.5750 -1.2629
C 0.0919 -3.7275 0.1767
C 0.9553 -4.6997 0.9794
C -1.3894 -4.1019 0.2274
C 1.0420 -2.3458 -1.7782
N 1.0623 -1.1916 -0.9089
N 1.8309 -1.1585 0.2037
N 1.5997 0.0568 0.7626
C 2.2082 0.4272 2.0148
C 1.4023 0.7426 3.1249
C -0.1315 0.6624 3.1429
C -0.7165 1.9964 3.5979
C -0.6594 -0.4942 3.9978
C 2.0370 1.1150 4.3132
C 3.4218 1.1115 4.4168
C 4.2013 0.7502 3.3200
C 3.6096 0.4265 2.0990
C 4.4836 0.0218 0.9120
C 4.7261 -1.4837 0.9533
C 5.7795 0.8353 0.8002
C 0.6756 0.7682 0.0151
C 0.3122 2.1344 0.3110
C 1.2886 3.1091 0.6343
C 0.9082 4.4022 0.9350
C 1.9879 5.4128 1.2112
F 1.5812 6.6959 0.9835
F 2.4001 5.3457 2.5225
F 3.0999 5.1949 0.4385
C -0.4301 4.7725 1.0099
C -1.3878 3.7995 0.7538
C -2.8395 4.0950 1.0079
F -3.6082 3.8430 -0.0958
F -3.3541 3.2982 2.0135
F -3.0735 5.3816 1.3758
C -1.0371 2.5499 0.2608
C 0.2523 -0.0482 -1.0193
C -0.7068 0.1318 -2.0032
H 0.6914 -0.7484 -5.3159
H 2.0715 0.3641 -5.3774
H 2.3081 -1.3522 -5.7712
H 1.5939 -0.1221 -3.0710
H 3.8113 -0.9548 -2.3175
H 4.0956 -1.6678 -3.9201
H 3.9890 0.1054 -3.7348
H 1.8548 -3.2914 -4.9448
H 1.0388 -5.4703 -4.0595
H 0.2230 -5.6437 -1.7079
H 0.2027 -2.7419 0.6342
H 2.0038 -4.3755 0.9679
H 0.6222 -4.7234 2.0248
H 0.9051 -5.7151 0.5632
H -1.9919 -3.3662 -0.3207
H -1.5648 -5.0895 -0.2207
H -1.7410 -4.1163 1.2671
H -0.4598 0.4821 2.1150
H -0.2449 2.8239 3.0539
H -1.7935 2.0452 3.3951
H -0.5483 2.1535 4.6729
H -0.2331 -1.4504 3.6665
H -0.4013 -0.3464 5.0556
H -1.7525 -0.5647 3.9051
H 1.4161 1.3941 5.1643
H 3.8939 1.3812 5.3620
H 5.2877 0.7274 3.4044
H 3.9070 0.2295 0.0014
H 3.7569 -1.9922 0.8605
H 5.3729 -1.8069 0.1269
H 5.1905 -1.7759 1.9073
H 5.5610 1.9110 0.8135
H 6.4785 0.6090 1.6168
H 6.2783 0.6140 -0.1532
H 2.3412 2.8580 0.5644
H -0.7143 5.7918 1.2381
H -1.7886 1.8674 -0.1237
H -1.2543 1.0618 -1.9748
H -0.8442 -0.6602 -2.7303
C -5.3211 1.3645 -1.8089
C -5.6882 1.5807 -3.1143
N -5.2499 2.7347 -3.7592
O -5.5772 3.0298 -4.9368
O -4.4865 3.4661 -3.0673
C -5.6405 0.1854 -1.0405
C -5.5336 0.1890 0.3764
C -5.8903 -0.9309 1.1204
C -6.3120 -2.1018 0.4718
C -6.4093 -2.1347 -0.9240
C -6.0848 -1.0029 -1.6753
H -4.8055 2.1588 -1.2754
H -6.3162 0.8974 -3.6853
H -5.1811 1.1026 0.8597
H -5.8430 -0.8974 2.2101
H -6.5753 -2.9859 1.0538
H -6.7428 -3.0358 -1.4398
H -6.1588 -1.0142 -2.7618
```

LUMO level (eV): -1.08
Relative energy (zero: lowest compared OMol25 entry of this formula, charge and spin) (eV): 0.0000
Gap between HOMO and LUMO (eV): 5.411

Results of the Mulliken charge analysis, in e, for atoms 1 through 99:
1. C -1.7795
2. C 1.4932
3. C -1.2788
4. C 0.5825
5. C -0.5158
6. C -1.4981
7. C -0.3586
8. C 1.1400
9. C 1.3757
10. C -1.5154
11. C -1.5611
12. C -1.5774
13. N 1.5657
14. N -0.5446
15. N 1.8075
16. C -0.7565
17. C 0.4485
18. C 1.2565
19. C -1.6787
20. C -1.6644
21. C -0.6197
22. C -1.5525
23. C -0.6576
24. C 1.1070
25. C 0.8290
26. C -1.1514
27. C -1.6568
28. C -1.0843
29. C 0.9484
30. C -0.3989
31. C -0.1319
32. C 0.8153
33. F -0.2774
34. F -0.2777
35. F -0.2668
36. C -1.4094
37. C 0.0954
38. C 0.6851
39. F -0.2463
40. F -0.2606
41. F -0.3180
42. C -0.7099
43. C 1.3040
44. C -2.5766
45. H 0.3831
46. H 0.4322
47. H 0.3545
48. H -0.1483
49. H 0.1947
50. H 0.2855
51. H 0.4036
52. H 0.2723
53. H 0.3554
54. H 0.3433
55. H -0.4227
56. H 0.3067
57. H 0.4243
58. H 0.3204
59. H 0.4316
60. H 0.2876
61. H 0.4147
62. H 0.0803
63. H 0.2502
64. H 0.3391
65. H 0.5269
66. H 0.3701
67. H 0.3160
68. H 0.4417
69. H 0.3896
70. H 0.3700
71. H 0.2864
72. H -0.0332
73. H 0.0317
74. H 0.3875
75. H 0.3887
76. H 0.3575
77. H 0.3728
78. H 0.4142
79. H 0.7837
80. H 0.5700
81. H 0.7318
82. H 0.5802
83. H 0.2573
84. C -0.0037
85. C -0.8786
86. N 0.8943
87. O -0.5886
88. O -0.5248
89. C 1.0157
90. C -0.2683
91. C -0.6794
92. C -0.3603
93. C -0.7276
94. C -0.4200
95. H 0.2807
96. H 0.3885
97. H 0.4489
98. H 0.4096
99. H 0.3883



A 2-piece molecular cluster, C3H6N2O overall. Source: the Open Molecules 2025 dataset; level of theory: ωB97M-V/def2-TZVPD.

```
12
Properties=species:S:1:pos:R:3
N -0.5233 0.7620 -1.6091
C -0.3595 -0.2025 -2.3439
N -0.3378 -1.2135 -3.0414
H 0.2113 0.9352 -0.9177
H 0.1067 -1.1430 -3.9482
C -0.5111 0.0365 1.7742
C 0.9611 0.2330 1.5652
O 1.4705 0.6309 0.5388
H -1.0693 0.2013 0.8497
H -0.8566 0.7365 2.5448
H -0.6997 -0.9742 2.1533
H 1.6077 -0.0021 2.4342
```

LUMO level (eV): 0.91
Relative energy (zero: lowest compared OMol25 entry of this formula, charge and spin) (eV): 1.6597
Gap between HOMO and LUMO (eV): 10.947
Structure (SMILES): N=C=N.CC=O

Want to see where the charge sits? The Mulliken charges in e are:
1. N -0.6388
2. C 0.5413
3. N -0.5447
4. H 0.4245
5. H 0.2570
6. C -0.9233
7. C 0.2622
8. O -0.5640
9. H 0.2938
10. H 0.2697
11. H 0.2843
12. H 0.3381



C3H5N3 in the gas phase. Source: the Open Molecules 2025 dataset; level of theory: ωB97M-V/def2-TZVPD.

```
11
Properties=species:S:1:pos:R:3
N -1.7981 -0.4978 -0.2033
C -0.4789 -0.0154 -0.0583
C 0.0982 1.2419 0.2759
N 1.4264 1.1859 0.2592
N 1.7090 -0.0822 -0.0422
C 0.6086 -0.8353 -0.2576
H -2.5201 0.1925 -0.3486
H -2.0440 -1.1477 0.5316
H -0.3636 2.1927 0.5214
H 2.6692 -0.3623 -0.1512
H 0.6551 -1.8780 -0.5365
```

LUMO level (eV): 1.10
Relative energy (zero: lowest compared OMol25 entry of this formula, charge and spin) (eV): 0.7808
Gap between HOMO and LUMO (eV): 9.475
Structure (SMILES): Nc1cn[nH]c1

Want to see where the charge sits? The Mulliken charges in e are:
1. N -0.5332
2. C 0.5809
3. C -0.4641
4. N -0.7616
5. N 0.2621
6. C -0.5916
7. H 0.2292
8. H 0.2361
9. H 0.4140
10. H 0.2159
11. H 0.4124



A 2-piece molecular cluster, C11H15BrO4 overall at a distorted geometry. Source: the Open Molecules 2025 dataset; level of theory: ωB97M-V/def2-TZVPD.

```
31
Properties=species:S:1:pos:R:3
O 3.4724 -3.2667 -1.4611
C 2.7986 -2.2023 -1.3932
C 3.3917 -0.9533 -0.6171
C 2.4932 0.0676 -0.2439
C 0.9333 -0.0768 -0.6084
O 0.1330 0.6056 0.0695
C 0.4195 -1.0813 -1.7560
C -0.9863 -0.9482 -2.4817
C -2.2469 -0.8295 -1.4981
C -2.2859 -1.9067 -0.3127
O -1.6642 -3.1731 -0.6185
C 1.3596 -2.1014 -2.1093
Br 1.0150 -3.4808 -3.4916
H 4.5079 -0.9126 -0.3859
H 2.9176 0.9528 0.3371
H -0.9512 0.0396 -3.0805
H -1.2104 -1.7694 -3.2340
H -2.3739 0.2508 -1.1168
H -3.1853 -1.0199 -2.1461
H -1.9110 -1.4380 0.6668
H -3.4050 -2.1316 -0.1203
H -2.0906 -3.5361 -1.4312
C -0.7279 3.5016 2.3912
C 0.3970 3.4238 3.4039
O 0.2401 2.2739 4.2261
H -1.6964 3.5446 2.8962
H -0.6216 4.3846 1.7563
H -0.7385 2.6111 1.7561
H 0.3915 4.3039 4.0503
H 1.3696 3.3686 2.9040
H 0.2550 1.4991 3.6490
```

LUMO level (eV): -1.57
Gap between HOMO and LUMO (eV): 8.218
Structure (SMILES): O=C1C=CC(=O)C(CCCO)=C1Br.CCO

Want to see where the charge sits? The Mulliken charges in e are:
1. O -0.5197
2. C 0.3440
3. C -0.3519
4. C -0.3999
5. C 0.3876
6. O -0.5229
7. C 0.8121
8. C -0.7833
9. C -0.5363
10. C -0.4612
11. O -0.4842
12. C -0.1887
13. Br -0.1528
14. H 0.3429
15. H 0.3293
16. H 0.2918
17. H 0.3640
18. H 0.2305
19. H 0.4242
20. H 0.2237
21. H 0.3115
22. H 0.3047
23. C -0.6307
24. C -0.2259
25. O -0.5144
26. H 0.2805
27. H 0.3063
28. H 0.0184
29. H 0.2900
30. H 0.2158
31. H 0.2945